(1)
ClH12HfO6 as an isolated structure, computed with ωB97M-V with the def2-TZVPD basis set.

Geometry as XYZ:
```
20
Properties=species:S:1:pos:R:3:forces:R:3:mulliken_charge:R:1
Hf -2.5581 -4.2101 10.4490 1.9 0.2 -2.8 1.965
Cl -0.6879 -5.0441 8.9899 -3.7 1.2 2.8 -0.020
O -4.8441 -4.9852 11.2270 2.9 1.0 1.4 -0.695
O -6.6226 -3.7471 9.9638 1.0 0.4 1.4 -0.695
O -2.4824 -2.0024 7.9241 3.0 -0.7 -0.6 -0.591
O -5.1530 -1.4487 9.9879 -0.3 -0.9 0.8 -0.559
O -4.5591 -3.0067 7.4166 0.0 -0.9 -0.2 -0.543
O -1.9112 -2.1188 10.4045 0.5 -1.0 -0.6 -0.408
H -3.0370 -2.7489 7.5314 -0.5 1.1 0.4 0.359
H -4.2188 -1.3611 9.8713 0.9 0.8 -0.6 0.289
H -1.4224 -1.4693 10.9804 -0.4 -0.5 0.1 0.409
H -5.7593 -4.7181 10.8242 -0.5 0.4 -1.0 0.419
H -5.3200 -1.0487 10.8559 -0.3 0.4 -0.1 0.359
H -1.7231 -1.9224 7.2591 -1.1 0.2 1.0 0.376
H -1.6994 -1.8460 9.3704 -1.3 -0.7 0.7 0.482
H -5.2763 -2.9715 8.0469 -0.8 0.2 -0.2 0.302
H -7.5008 -3.4928 10.3325 0.5 -0.2 -0.5 0.408
H -5.9664 -3.0371 10.2575 -1.7 -0.3 -0.8 0.376
H -4.9738 -4.8558 12.2224 0.1 -0.6 -1.4 0.438
H -4.8873 -2.8154 6.5229 -0.3 -0.2 0.2 0.330
```
Positions in Å, forces in eV/Å.

Its total charge is +3. Its energy above the lowest of the compared OMol25 structures with the same formula, charge and spin is 819.0 kJ/mol. As for the HOMO-LUMO gap: 5.709 eV. The calculation puts the HOMO energy at -22.632 eV. As for the largest force on an atom: 0.093 hartree/bohr. The total energy comes out at -26274.39405 eV.

***

(2)
The molecule C3H7NO, computed with ωB97M-V with the def2-TZVPD basis set.

Geometry as XYZ:
```
12
Properties=species:S:1:pos:R:3:forces:R:3:mulliken_charge:R:1
O -1.5349 -1.1593 -0.4540 1.0 1.1 -0.1 -0.442
N 1.6782 -0.6441 -0.2165 5.8 -1.8 2.8 -0.651
C 0.6136 0.2989 -0.3292 3.2 1.3 -1.2 -0.316
C -0.5403 -0.3784 0.2216 1.1 0.6 3.2 0.156
C -1.7152 0.2254 -0.0963 -4.7 -0.5 2.4 -0.459
H 0.7455 0.6941 -1.5371 -1.2 -0.9 3.5 0.271
H 0.7866 1.1443 0.4777 -0.6 -0.7 -2.0 0.221
H 1.8641 -1.2625 0.8603 -1.3 2.9 -4.1 0.260
H -0.2951 -0.3486 1.3592 -0.8 -1.7 -1.6 0.186
H -2.4709 0.4618 0.6419 -0.3 -1.0 0.8 0.245
H 2.6423 -0.1102 -0.3085 -2.4 -1.6 0.2 0.246
H -1.7738 1.0785 -0.6190 0.3 2.2 -3.9 0.282
```
Positions in Å, forces in eV/Å.

Its energy above the lowest of the compared OMol25 structures with the same formula, charge and spin is 537.1 kJ/mol. As for the HOMO-LUMO gap: 10.208 eV. The calculation puts the HOMO energy at -9.225 eV. As for the largest force on an atom: 0.130 hartree/bohr. As for the SMILES: NC[C@H]1CO1. The total energy comes out at -6757.18364 eV.

***

(3)
A 8-piece molecular cluster, H14NO10 overall, computed with ωB97M-V with the def2-TZVPD basis set.

Geometry as XYZ:
```
25
Properties=species:S:1:pos:R:3:forces:R:3:mulliken_charge:R:1
O 3.2973 -1.3030 1.0070 -0.7 2.7 -1.7 -0.662
O 0.3483 -0.6190 1.2700 -2.0 -0.3 0.8 -0.879
O -0.2947 -3.2280 0.1420 -0.3 -1.3 1.5 -0.636
O -2.6967 0.5860 -2.5590 -2.3 -0.9 -3.1 -0.583
O 0.7163 1.0620 -2.9970 -1.9 -0.8 0.2 -0.651
O -2.3407 -0.3150 2.2120 1.3 -0.7 -5.4 -0.657
O 0.7793 0.4430 3.9530 -1.6 -1.3 -1.7 -0.672
O -0.6467 3.0050 -1.8620 -1.9 2.2 0.8 -0.614
O -0.7277 -0.0040 -0.6040 2.4 0.3 2.2 -0.598
O 1.3943 0.4430 -0.1490 0.4 1.7 -1.6 -0.688
N 0.3043 0.0280 0.1850 -0.8 -2.0 -1.4 0.999
H -2.2237 0.5960 -1.7850 2.0 0.3 3.0 0.420
H 0.2683 -0.0260 3.1910 1.3 1.4 1.8 0.343
H -2.2787 -0.2940 3.1010 0.5 0.1 4.6 0.272
H -0.0957 -2.6430 0.8810 -0.1 0.2 -0.1 0.319
H 1.6183 1.1670 -3.2110 1.6 -0.3 0.1 0.269
H -0.0517 -2.7380 -0.6100 0.3 1.0 -1.5 0.299
H -1.4267 -0.5820 1.8270 -2.0 0.6 0.9 0.454
H 0.5633 0.3460 -2.3330 0.5 0.9 -0.5 0.345
H 1.6813 0.2880 3.6740 0.4 0.0 -0.1 0.310
H -2.6417 1.4360 -2.9750 0.2 0.5 0.1 0.260
H 2.3803 -0.9460 0.8500 1.3 0.1 0.0 0.400
H 3.1083 -2.0510 1.4900 -0.4 -2.8 1.7 0.287
H 0.0373 2.4010 -1.9910 2.1 -1.9 -0.1 0.416
H -1.0717 2.9490 -2.7080 -0.4 0.2 -0.6 0.249
```
Positions in Å, forces in eV/Å.

Its total charge is -1. Its energy above the lowest of the compared OMol25 structures with the same formula, charge and spin is 137.6 kJ/mol. As for the HOMO-LUMO gap: 10.172 eV. The calculation puts the HOMO energy at -7.002 eV. As for the largest force on an atom: 0.109 hartree/bohr. The total energy comes out at -22191.02083 eV.

***

(4)
C5H12NO as an isolated structure, computed with ωB97M-V with the def2-TZVPD basis set.

Geometry as XYZ:
```
19
Properties=species:S:1:pos:R:3:forces:R:3:mulliken_charge:R:1
O 3.9124 -0.6771 0.5914 0.0 -0.1 -0.1 -0.861
N -1.6855 1.1106 -0.9362 1.0 -0.4 1.9 -0.835
C 1.6774 -0.3284 -0.2999 0.2 0.3 0.0 -0.469
C 3.1052 0.2050 0.0150 0.0 -0.1 0.0 -0.484
C -0.6390 0.3480 -1.0057 -0.3 -1.9 -2.8 0.244
C 0.8177 0.6997 -1.0449 -0.2 -0.2 1.3 -0.544
C -3.3309 -0.8258 1.4214 0.0 0.2 0.1 -0.878
H 1.0761 0.7442 -2.1047 0.0 0.0 -0.1 0.240
H -2.6397 -1.1209 2.2075 0.1 -0.1 -0.1 0.246
H -4.1935 -0.3775 1.9095 -0.2 0.0 -0.1 0.288
H 3.4725 0.6249 -0.9769 0.0 0.0 0.1 0.140
H 1.2212 -0.6048 0.6559 -0.1 0.0 0.0 0.297
H -2.8717 -0.0834 0.7662 -0.1 -0.2 0.0 0.145
H 2.9078 1.1240 0.6381 0.0 0.2 0.0 0.166
H 1.7813 -1.2393 -0.8796 0.0 -0.3 -0.2 0.291
H 0.9500 1.6930 -0.6055 0.1 0.1 -0.2 0.232
H -0.8280 -0.7292 -1.1968 0.4 -0.2 -0.5 0.376
H -1.0955 1.1329 0.0061 -1.1 2.4 0.4 0.191
H -3.6376 -1.6957 0.8391 0.0 0.1 0.1 0.214
```
Positions in Å, forces in eV/Å.

Its total charge is -1. Its energy above the lowest of the compared OMol25 structures with the same formula, charge and spin is 324.4 kJ/mol. As for the HOMO-LUMO gap: 6.040 eV. The calculation puts the HOMO energy at -2.523 eV. As for the largest force on an atom: 0.065 hartree/bohr. The total energy comes out at -8913.70201 eV.

***

(5)
C14H27OTb as an isolated structure, computed with ωB97M-V with the def2-TZVPD basis set.

Geometry as XYZ:
```
43
Properties=species:S:1:pos:R:3:forces:R:3:mulliken_charge:R:1
Tb 0.0012 -0.5567 -0.0277 -2.1 -2.5 -2.8 0.710
O 1.4665 -2.2090 -0.4114 2.2 0.6 -0.5 -0.359
C -2.6919 0.5951 -3.8818 -0.1 0.2 0.1 -1.399
C 1.7136 0.0622 1.5949 -0.2 1.3 0.2 0.610
C 0.3508 1.6619 0.5787 1.0 0.3 1.4 0.510
C 0.1227 -0.7385 3.4728 -0.4 -0.4 0.2 -1.543
C -0.4011 1.0434 1.6269 1.4 0.7 0.9 0.499
C 2.8190 1.4780 -0.2752 0.2 0.0 -0.6 -1.599
C -1.7833 -0.2000 -2.9324 0.3 -0.3 -0.2 0.026
C 2.8988 -0.7621 1.9599 0.3 -0.6 -0.1 -1.334
C 0.8320 -3.4799 -0.5239 -1.1 -0.8 -0.4 -0.730
C 0.4441 0.0481 2.2505 0.3 1.4 0.1 0.441
C -0.1228 2.7904 -0.2693 -0.2 0.1 -0.4 -1.340
C -1.7827 1.4254 2.0304 -0.4 -0.2 0.0 -1.340
C 1.6613 1.0480 0.5555 -0.2 0.7 1.4 0.576
C -2.5046 -0.6933 -1.6763 -0.5 -0.2 -0.1 -0.771
H 0.2402 -3.4769 -1.4493 0.2 -0.3 0.1 0.331
H 1.5224 -4.3272 -0.5209 0.0 0.3 0.1 0.391
H -1.1566 2.6335 -0.6006 0.1 0.1 0.0 0.312
H -1.7857 2.3589 2.6097 0.1 -0.2 -0.2 0.368
H 3.4427 0.6265 -0.5848 -0.1 0.3 0.0 0.350
H 0.5502 -1.7499 3.4329 -0.2 0.2 0.1 0.357
H -0.1054 3.7397 0.2828 0.0 -0.2 -0.1 0.354
H -2.9400 0.1354 -1.0918 0.3 -0.3 0.0 0.271
H 3.4704 2.1667 0.2874 -0.3 -0.2 -0.1 0.349
H -3.3491 -1.3256 -1.9801 0.1 0.2 0.2 0.456
H 0.5316 -0.2519 4.3731 -0.1 -0.1 -0.3 0.352
H -2.2312 0.6475 2.6526 -0.1 0.2 0.0 0.371
H 2.4745 2.0146 -1.1686 0.3 -0.1 0.1 0.351
H -2.1317 0.9296 -4.7600 0.0 -0.1 0.2 0.373
H 0.5118 2.9072 -1.1505 -0.1 0.1 0.0 0.369
H 2.5774 -1.7281 2.3562 0.1 0.0 0.0 0.331
H 3.5740 -0.3259 2.7131 -0.5 0.2 -0.2 0.362
H -3.5330 -0.0069 -4.2437 0.2 0.0 0.2 0.367
H -3.1034 1.4851 -3.3947 0.0 -0.1 0.0 0.350
H 3.5145 -0.9615 1.0789 0.1 0.0 0.1 0.292
H -0.9637 -0.8139 3.6053 0.3 -0.1 0.1 0.349
H -1.9333 -1.4081 -1.0189 -0.4 0.2 -0.4 0.172
H 0.1506 -3.5603 0.3346 0.2 -0.2 -0.1 0.314
H -2.4242 1.5860 1.1549 0.0 0.1 0.2 0.261
H -1.3884 -1.0591 -3.4881 0.0 0.1 0.1 0.302
H 2.3704 -2.1731 -0.8169 -0.9 -0.3 0.6 0.343
H -0.9084 0.4250 -2.6846 0.1 0.1 0.1 0.248
```
Positions in Å, forces in eV/Å.

Its multiplicity is 7. Its total charge is +2. As for the HOMO-LUMO gap (alpha / beta): 7.955 / 8.531 eV. The calculation puts the HOMO energy (alpha / beta) at -15.886 / -15.837 eV. As for the largest force on an atom: 0.084 hartree/bohr. The total energy comes out at -39422.41802 eV.

***

(6)
C22H15AuClN3O as an isolated structure, computed with ωB97M-V with the def2-TZVPD basis set.

Geometry as XYZ:
```
43
Properties=species:S:1:pos:R:3:forces:R:3:mulliken_charge:R:1
Au 0.1704 -0.0753 0.9122 0.0 0.0 0.3 0.880
Cl -1.3789 4.8229 -4.1887 0.0 0.0 0.0 -0.242
O -0.3080 2.0912 0.8802 -0.1 -0.2 -0.1 -0.867
N -1.0946 -0.8278 2.3202 0.4 0.0 -0.3 -0.780
N 1.6001 0.4744 -0.6488 -0.3 0.1 -0.1 -0.498
N 1.4936 -1.9348 0.5937 -0.1 -0.2 0.1 -0.553
C 3.3230 -3.9593 0.1488 0.0 0.0 0.0 -0.498
C -3.2125 -0.9757 3.3564 0.0 0.0 0.0 -0.243
C 4.6194 -1.2362 -2.0271 0.0 -0.1 0.0 -0.807
C 3.6622 -0.2340 -1.7753 -0.1 0.0 0.1 -0.176
C -1.0409 3.9701 -2.7090 0.0 0.0 0.0 0.152
C -1.5303 3.6267 -0.3798 0.0 0.0 0.0 -0.391
C -3.0234 0.2385 1.2516 0.0 0.0 0.1 0.018
C -4.3728 0.5064 1.2994 0.0 0.0 0.0 -0.816
C -1.7771 4.2806 -1.5513 0.0 0.0 0.0 -0.468
C 2.5954 -0.4684 -0.9416 0.1 0.0 -0.1 0.010
C 3.4708 -2.7316 -0.5363 -0.1 0.1 0.0 1.130
C 0.2059 2.3071 -1.4672 -0.1 0.0 0.1 0.482
C -0.0830 3.0059 -2.6670 0.0 0.0 0.0 -0.917
C 1.3871 -3.0736 1.2279 -0.1 0.1 0.0 -0.092
C 1.1984 1.2937 -1.5735 0.2 0.0 0.0 -0.051
C -5.1467 0.0540 2.3678 0.0 0.0 0.0 -0.349
C 2.2907 -4.1333 1.0245 0.1 0.0 0.0 -0.851
C -2.3881 -0.5183 2.2850 -0.1 0.1 -0.1 0.662
C -4.5566 -0.6858 3.3930 0.0 0.0 0.0 -0.547
C 2.5082 -1.7321 -0.2850 0.1 0.0 0.0 0.322
C 4.5293 -2.4633 -1.4339 0.0 0.0 0.0 -0.888
C -0.5194 2.6228 -0.2647 0.1 0.1 -0.2 0.298
H -2.5426 5.0440 -1.6034 0.0 0.0 0.0 0.406
H 1.6440 1.1906 -2.5669 0.0 0.0 0.0 0.497
H -2.0918 3.8572 0.5157 0.0 0.0 0.0 0.469
H -4.8335 1.0789 0.5041 0.0 0.0 0.0 0.371
H 2.1595 -5.0579 1.5683 0.0 0.0 0.0 0.378
H 0.4730 2.7622 -3.5643 0.0 0.0 0.0 0.374
H 5.2668 -3.2321 -1.6254 0.0 0.0 0.0 0.382
H 0.5619 -3.1548 1.9275 0.0 0.0 0.0 0.479
H 4.0426 -4.7497 -0.0269 0.0 0.0 0.0 0.412
H -5.1603 -1.0352 4.2210 0.0 0.0 0.0 0.348
H 5.4414 -1.0174 -2.6956 0.0 0.0 0.0 0.383
H -2.7357 -1.5498 4.1397 0.0 0.0 0.0 0.426
H -6.2049 0.2784 2.3989 0.0 0.0 0.0 0.376
H -2.4253 0.5996 0.4246 0.0 0.0 0.0 0.227
H 3.7825 0.7412 -2.2286 0.0 0.0 0.0 0.553
```
Positions in Å, forces in eV/Å.

Its multiplicity is 3. Its energy above the lowest of the compared OMol25 structures with the same formula, charge and spin is 0.0 kJ/mol. As for the HOMO-LUMO gap (alpha / beta): 6.465 / 6.764 eV. The calculation puts the HOMO energy (alpha / beta) at -7.203 / -7.712 eV. As for the largest force on an atom: 0.009 hartree/bohr. The total energy comes out at -45787.72803 eV.

***

Q: Which of these has the highest largest force on an atom?
A: C3H7NO